Computed, not measured: a 2-piece molecular cluster, O8S2 overall at a distorted geometry, with ωB97M-V/def2-TZVPD.

Calculated values
HOMO level (spin up / spin down): -0.06247 / -0.06250 Ha
lowest unoccupied orbital energy (spin up / spin down): 6.23 / 6.20 eV
frontier orbital gap (spin up / spin down): 7.927 / 7.903 eV
charge: -2
spin multiplicity: 1

The geometry in XYZ format:
```
10
O8S2 ωB97M-V/def2-TZVPD
O 1.56523 -0.76733 0.30750
S 0.74400 -0.50698 1.48022
O -0.57821 -1.07993 1.27778
O 1.38775 -0.99075 2.74647
O 0.86868 0.84409 2.19094
O -0.87024 -0.83618 -2.19182
S -0.74255 0.51391 -1.47480
O -1.56655 0.77131 -0.30747
O 0.57812 1.08408 -1.27830
O -1.38634 0.97455 -2.74857
```

Computed, not measured: C6H6N2O as an isolated structure at a distorted geometry, with ωB97M-V/def2-TZVPD.

Calculated values
HOMO level: -0.35750 Ha
lowest unoccupied orbital energy: -0.72 eV
frontier orbital gap: 9.005 eV
charge: 0
spin multiplicity: 1

The geometry in XYZ format:
```
15
C6H6N2O ωB97M-V/def2-TZVPD
C -1.87233 -1.27578 -1.19001
C -0.67582 -0.37160 -1.42441
C 0.12042 0.03267 -0.13547
C 0.96891 1.09767 -0.46854
C 1.59958 0.98387 1.64968
C 0.72573 -0.02020 1.87884
H -1.41388 -1.82809 -0.03850
H -1.76763 -1.62467 -2.34367
H -3.10189 -0.51013 -0.99101
H 0.95515 1.74824 -1.39362
H 2.35342 1.12657 2.52532
H 0.71592 -0.34801 3.00629
N 1.86114 1.55713 0.50481
N 0.02702 -0.75203 0.98655
O -0.49576 0.18437 -2.56626
```

Computed, not measured: one molecule with the formula C4H5NO2S at a distorted geometry, with ωB97M-V/def2-TZVPD.

Calculated values
HOMO level: -0.31878 Ha
lowest unoccupied orbital energy: 0.74 eV
SMILES string: O=COC1=NSCC1
frontier orbital gap: 9.413 eV
charge: 0
spin multiplicity: 1

The geometry in XYZ format:
```
13
C4H5NO2S ωB97M-V/def2-TZVPD
O -2.32735 0.11494 -1.17508
C -2.39015 -0.55039 -0.21427
O -1.36707 -1.14507 0.47364
C -0.00578 -0.79855 0.16825
N 0.85026 -1.66103 -0.35223
S 2.43074 -0.82011 -0.46870
C 1.63056 0.84779 -0.21239
C 0.54340 0.50703 0.52096
H -3.36174 -0.75382 0.43515
H 2.18577 1.48833 0.33569
H 1.55852 0.93067 -1.36640
H -0.45218 1.14444 0.21139
H 0.70501 0.69576 1.64399
```

Computed, not measured: C41H34BrI3N5OPbS as an isolated structure, with ωB97M-V/def2-TZVPD.

Calculated values
HOMO level: -0.33573 Ha
lowest unoccupied orbital energy: -2.61 eV
frontier orbital gap: 6.525 eV
charge: +1
spin multiplicity: 1

The geometry in XYZ format:
```
87
C41H34BrI3N5OPbS ωB97M-V/def2-TZVPD
Pb -0.87855 -0.30265 0.65254
I -6.28790 4.77274 2.33281
C -5.04273 3.07494 2.31130
C -5.51154 1.88362 1.77646
C -4.67283 0.78825 1.75769
I -5.27162 -1.01631 0.86089
C -3.35084 0.82331 2.24978
O -2.57817 -0.22883 2.22767
C -2.90077 2.07277 2.73830
C -1.43802 2.16633 3.05731
N -0.67199 2.06753 1.78723
C -0.86916 3.24035 0.92331
C -1.46265 2.97115 -0.44251
C -1.73110 4.05049 -1.28252
C -2.27349 3.81375 -2.53107
C -2.55026 2.50528 -2.91116
C -2.26080 1.49754 -2.01435
N -1.72202 1.72436 -0.81415
C -3.74362 3.17236 2.78065
H -6.51165 1.81798 1.37093
H -1.20385 3.09539 3.58838
H -1.15368 1.31894 3.67932
H 0.31943 1.96911 1.97042
H -1.54196 3.94270 1.41895
H 0.07820 3.76685 0.77440
H -1.52164 5.05987 -0.95071
H -2.48591 4.63753 -3.19987
H -2.98383 2.27327 -3.87372
H -2.47265 0.45776 -2.24718
H -3.38342 4.11271 3.18283
C -1.77847 -5.02003 -0.02460
C -1.62625 -5.58337 1.23119
C -1.11173 -4.81280 2.26114
C -0.78123 -3.48188 2.01636
N -0.90315 -2.96050 0.79294
C -1.38510 -3.70345 -0.19417
C -0.27749 -2.57691 3.08474
C -0.29135 -2.96677 4.42180
C 0.19274 -2.11387 5.39658
C 0.72439 -0.89452 5.01268
C 0.70227 -0.57703 3.66878
N 0.19442 -1.36957 2.72758
H -2.19402 -5.57820 -0.85173
H -1.90091 -6.61330 1.41495
H -0.97004 -5.25693 3.23476
H -1.45192 -3.21827 -1.16367
H -0.69310 -3.92607 4.70890
H 0.15770 -2.40438 6.43767
H 1.13227 -0.20068 5.73398
H 1.12395 0.35986 3.32199
N 1.49345 0.52451 0.26433
S 2.79142 -0.18768 0.84057
C 3.45438 -1.32904 -0.38627
C 3.54435 -2.66478 -0.02637
C 4.06110 -3.57648 -0.93663
C 4.46916 -3.14310 -2.18907
C 4.35595 -1.80398 -2.54371
C 3.85087 -0.88511 -1.63871
C 4.15337 1.01013 0.81182
C 3.88168 2.33407 0.51873
C 4.92195 3.25353 0.50408
C 6.21402 2.84060 0.79313
C 6.47102 1.51223 1.10815
C 5.43860 0.58922 1.12342
H 1.61832 0.85576 -0.69283
H 3.20727 -2.98151 0.95371
H 4.14451 -4.62035 -0.66543
H 4.87880 -3.85259 -2.89580
H 4.66858 -1.47329 -3.52522
H 3.77606 0.16304 -1.90689
H 2.86429 2.63446 0.30038
H 4.72447 4.29101 0.26981
H 7.02378 3.55776 0.77453
H 7.47979 1.19755 1.33989
H 5.63049 -0.45039 1.36295
Br -1.69332 -3.33458 -4.15991
C -1.68637 -1.66787 -5.06262
C -2.58617 -1.49004 -6.10366
C -2.61496 -0.29150 -6.79679
C -1.74714 0.73164 -6.44964
C -0.84657 0.55793 -5.41099
C -0.81187 -0.64275 -4.71603
I 0.58372 -0.84864 -3.15644
H -3.25697 -2.29698 -6.36384
H -3.31396 -0.16660 -7.61254
H -1.76467 1.67049 -6.98722
H -0.16334 1.35295 -5.14471
```